Formula: C27H49F2NO2PtSi2
Source: OMol25
Level of theory: wB97M-V/def2-TZVPD

Each line ends with the Mulliken spin population.
CARTESIAN COORDINATES (ANGSTROEM)
Pt1 1.302 1.083 1.036  0.828
Si1 0.551 1.462 -1.987  -0.028
Si2 4.254 0.910 1.589  -0.004
F1 -1.238 5.787 1.590  0.003
F2 -1.938 2.570 5.015  0.002
O1 -1.188 -2.433 -1.506  -0.022
O2 -2.417 -0.608 -2.760  -0.010
N1 0.544 -0.077 2.654  0.253
C1 -0.792 -0.119 4.621  -0.093
C2 1.526 0.093 -2.769  0.015
C3 0.872 -1.374 2.834  0.040
C4 -0.550 1.964 3.139  -0.039
C5 -1.374 2.909 3.810  0.046
C6 -1.999 -2.584 -0.298  0.004
C7 -3.068 -2.457 -4.134  0.000
C8 5.039 2.344 0.665  0.013
C9 1.558 2.964 -1.548  0.033
C10 -4.444 -0.031 -1.381  0.004
C11 0.072 -3.199 -1.474  0.003
C12 3.579 1.583 3.214  0.030
C13 -3.631 0.288 -2.603  0.008
C14 -3.317 -3.258 -0.599  0.003
C15 0.023 -4.603 -0.871  0.007
C16 0.355 -2.101 3.899  0.007
C17 -0.126 3.686 1.444  -0.097
C18 -0.112 0.845 -0.235  0.160
C19 5.495 -0.420 2.071  0.006
C20 -0.300 0.564 3.508  0.298
C21 0.075 2.436 1.986  0.160
C22 -0.476 -1.453 4.813  0.206
C23 -2.096 -1.323 -4.043  0.004
C24 -1.605 4.200 3.332  -0.034
C25 -0.632 2.095 -3.339  0.034
C26 -0.988 4.543 2.131  0.094
C27 2.992 0.144 0.408  0.044
H1 1.556 -1.818 2.111  0.031
H2 -4.008 -3.178 0.271  0.000
H3 -5.181 0.788 -1.286  0.000
H4 -3.777 -2.813 -1.506  0.000
H5 5.147 -0.972 2.955  0.000
H6 -1.309 2.903 -2.969  0.001
H7 -0.887 -1.985 5.660  0.028
H8 -0.916 -5.137 -1.079  0.000
H9 3.141 0.396 -0.641  0.024
H10 2.000 2.862 -0.515  -0.003
H11 4.552 3.299 0.914  0.001
H12 0.916 3.872 -1.566  0.002
H13 -3.234 1.317 -2.583  -0.003
H14 -1.193 1.113 -0.270  -0.002
H15 5.629 -1.140 1.255  0.001
H16 2.909 -0.959 0.499  0.014
H17 -3.855 -0.088 -0.455  -0.002
H18 2.705 2.248 3.112  -0.002
H19 6.106 2.417 0.928  0.001
H20 0.037 2.536 -4.120  0.001
H21 0.387 -3.250 -2.511  -0.001
H22 -2.084 -1.560 0.100  -0.008
H23 -2.216 -0.547 -4.793  0.000
H24 4.380 2.157 3.720  -0.005
H25 0.937 -0.831 -2.854  -0.001
H26 1.813 0.435 -3.781  0.000
H27 -1.445 -3.188 0.445  0.015
H28 -3.188 -4.360 -0.756  0.000
H29 -4.116 -2.107 -4.170  0.000
H30 4.964 2.202 -0.422  0.000
H31 -1.960 -1.034 -2.033  -0.015
H32 2.395 3.150 -2.267  -0.004
H33 -2.233 4.891 3.881  -0.001
H34 -0.182 -0.272 -0.207  -0.027
H35 3.284 0.759 3.881  0.005
H36 0.224 -4.545 0.206  0.002
H37 0.734 -2.536 -0.897  0.013
H38 0.629 -3.143 4.018  0.000
H39 6.469 0.030 2.302  0.000
H40 0.359 3.951 0.521  -0.026
H41 -5.043 -0.950 -1.509  0.000
H42 -2.918 -3.150 -3.302  0.000
H43 -2.865 -2.984 -5.065  0.000
H44 -1.048 -1.642 -3.906  -0.001
H45 2.439 -0.141 -2.209  0.000
H46 -1.219 1.294 -3.802  -0.011
H47 -4.174 0.088 -3.523  0.000
H48 -1.423 0.428 5.311  -0.005
H49 0.820 -5.232 -1.310  0.001

As for the spin multiplicity: 3. As for the LUMO energy (alpha / beta): -0.2425 / -0.2449 eV. The energy relative to the best compared isomer or geometry (same formula, charge and spin) comes out at 15.02 kcal per mole. As for the frontier orbital gap (alpha / beta): 3.258 / 6.283 eV. Its HOMO energy (alpha / beta) is -3.50 / -6.53 eV.

=====

Formula: C7H17N2
Source: OMol25
Level of theory: wB97M-V/def2-TZVPD

Each line ends with the Mulliken charge.
CARTESIAN COORDINATES (ANGSTROEM)
N1 -0.714 -0.011 1.635  -0.273
N2 0.137 -2.009 -1.666  -0.292
C1 -0.364 -1.746 -0.497  0.375
C2 1.465 -0.904 1.463  -1.511
C3 0.382 -0.162 0.891  0.694
C4 0.243 3.187 -1.031  -1.259
C5 0.737 1.044 0.074  -0.714
C6 -0.385 2.128 -0.068  -0.626
C7 -1.434 -2.547 0.087  -1.192
H1 1.677 1.458 0.499  0.358
H2 -1.324 -2.759 1.158  0.224
H3 1.001 -1.556 -1.985  0.254
H4 0.914 0.733 -0.965  0.320
H5 -2.271 -1.828 -0.196  0.305
H6 -0.314 -2.755 -2.322  0.289
H7 -0.422 2.763 0.807  0.380
H8 2.022 -0.228 2.168  0.375
H9 -0.141 3.051 -2.088  0.263
H10 1.134 -1.810 2.057  0.429
H11 -1.447 1.781 -0.300  0.470
H12 -0.739 -0.672 2.414  0.311
H13 1.322 2.988 -1.024  0.363
H14 -1.904 -3.310 -0.454  0.454
H15 0.143 4.258 -0.873  0.388
H16 2.278 -1.312 0.927  0.360
H17 -1.278 0.909 1.421  0.253

The total charge is +1. As for the LUMO energy: -2.7729 eV. The energy relative to the best compared isomer or geometry (same formula, charge and spin) comes out at 65.19 kcal per mole. As for the frontier orbital gap: 9.954 eV. Its HOMO energy is -12.73 eV.

=====

Formula: C2H11N2O2
Source: OMol25
Level of theory: wB97M-V/def2-TZVPD

Each line ends with the Mulliken charge.
CARTESIAN COORDINATES (ANGSTROEM)
O1 -0.072 0.667 1.582  -0.688
O2 2.952 3.200 0.409  -0.635
N1 -2.614 0.049 -0.634  -0.313
N2 -0.538 -1.031 -0.433  -0.121
C1 0.461 -2.046 -0.743  -0.831
C2 -1.713 -0.897 -0.967  0.247
H1 0.253 -2.200 -1.792  0.312
H2 0.521 1.503 1.597  0.360
H3 3.306 3.289 1.257  0.314
H4 0.194 -2.905 -0.094  0.332
H5 -0.154 -0.168 0.094  0.279
H6 1.505 -2.014 -0.402  0.326
H7 3.785 3.162 -0.122  0.329
H8 0.048 0.419 2.507  0.307
H9 -3.543 -0.107 -0.583  0.244
H10 -2.077 -1.746 -1.647  0.321
H11 -2.314 0.825 -0.030  0.216

The total charge is +1. As for the LUMO energy: -3.3063 eV. The energy relative to the best compared isomer or geometry (same formula, charge and spin) comes out at 36.64 kcal per mole. As for the frontier orbital gap: 11.123 eV. Its HOMO energy is -14.43 eV.

=====

Formula: C14H30BCrF4O8
Source: OMol25
Level of theory: wB97M-V/def2-TZVPD

Each line ends with the Mulliken spin population.
CARTESIAN COORDINATES (ANGSTROEM)
Cr1 -0.190 0.178 0.364  3.923
F1 -3.139 2.314 -0.100  0.001
F2 -1.188 1.937 0.917  0.013
F3 -3.176 1.429 1.959  0.000
F4 -2.276 0.180 0.320  0.014
O1 -0.323 -0.412 2.479  -0.022
O2 0.002 -1.806 -0.499  0.033
O3 -0.048 -2.164 3.949  0.002
O4 -1.079 -0.448 4.660  0.003
O5 -0.539 0.957 -1.735  -0.060
O6 -0.851 2.500 -3.380  0.003
O7 0.492 0.858 -3.774  0.002
O8 1.768 0.877 0.720  0.020
C1 3.902 0.925 -0.433  0.001
C2 -2.355 1.172 6.017  0.000
C3 -0.968 -2.837 -0.645  0.004
C4 2.521 1.516 -0.297  0.020
C5 1.243 -0.339 -3.642  0.007
C6 -0.329 1.406 -2.870  0.016
C7 -2.018 -2.593 -1.776  -0.002
C8 2.098 -0.475 -4.961  0.000
C9 2.685 3.039 -0.113  -0.003
C10 0.716 -3.002 3.082  -0.004
C11 -0.342 -4.224 -0.857  0.003
C12 -0.500 -0.950 3.574  0.018
C13 -1.789 3.344 -2.755  -0.001
C14 -1.581 0.930 4.691  0.000
B1 -2.513 1.465 0.787  0.003
H1 0.366 -4.383 -0.042  0.000
H2 -1.072 -5.033 -0.833  -0.001
H3 -2.658 -3.451 -1.981  0.000
H4 2.654 0.441 -5.163  0.000
H5 -2.098 4.221 -3.324  0.000
H6 -1.513 -2.935 0.294  0.002
H7 0.513 -1.142 -3.541  -0.001
H8 -3.155 0.435 6.082  0.000
H9 4.667 1.336 0.225  0.000
H10 -0.740 1.616 4.596  0.000
H11 0.320 -3.292 2.109  0.001
H12 3.134 3.303 -1.071  0.000
H13 1.453 -0.677 -5.816  0.000
H14 -1.766 1.044 6.925  0.000
H15 2.868 -1.243 -4.894  0.000
H16 -2.263 1.032 3.847  0.000
H17 0.146 -4.254 -1.831  -0.001
H18 3.996 -0.146 -0.254  0.000
H19 3.461 3.338 0.591  -0.001
H20 0.973 -3.884 3.668  0.000
H21 -2.651 2.756 -2.438  0.000
H22 1.870 -0.207 -2.760  0.003
H23 -1.387 3.783 -1.841  0.000
H24 4.285 1.151 -1.428  0.000
H25 1.761 3.575 0.102  0.000
H26 -2.788 2.173 6.007  0.000
H27 -2.572 -1.654 -1.764  0.002
H28 1.962 1.302 -1.208  -0.001
H29 -1.578 -2.585 -2.773  0.001
H30 1.589 -2.399 2.831  0.000

The total charge is -1. As for the spin multiplicity: 5. As for the LUMO energy (alpha / beta): 2.9559 / 2.9548 eV. The energy relative to the best compared isomer or geometry (same formula, charge and spin) comes out at 39.68 kcal per mole. As for the frontier orbital gap (alpha / beta): 6.324 / 7.562 eV. Its HOMO energy (alpha / beta) is -3.37 / -4.61 eV.

=====

Formula: C7H14O4
Source: OMol25
Level of theory: wB97M-V/def2-TZVPD

Each line ends with the Mulliken charge.
CARTESIAN COORDINATES (ANGSTROEM)
O1 2.053 -0.012 1.003  -0.627
O2 -1.552 -0.272 -1.542  -0.517
O3 -2.153 -0.759 0.675  -0.590
O4 0.296 -1.980 1.306  -0.567
C1 -0.539 1.986 -0.599  -1.601
C2 -0.282 1.040 1.699  -2.043
C3 0.259 -1.432 0.011  0.903
C4 -1.153 -0.411 -0.215  0.111
C5 0.491 -2.428 -1.200  -1.988
C6 -0.260 0.704 0.160  1.924
C7 1.118 -0.051 -0.076  -0.961
H1 0.583 -1.985 -2.114  0.471
H2 0.524 1.757 1.888  0.359
H3 -1.596 2.329 -0.483  0.308
H4 1.519 0.101 -1.048  0.555
H5 -1.214 1.569 1.960  0.366
H6 -0.200 0.007 2.175  0.497
H7 1.484 -2.856 -1.088  0.544
H8 -0.242 -3.152 -1.306  0.439
H9 0.134 2.803 -0.377  0.440
H10 -2.022 -1.015 -1.836  0.385
H11 -1.770 -1.137 1.474  0.414
H12 -0.343 1.692 -1.661  0.338
H13 0.877 -2.741 1.298  0.386
H14 1.488 -0.311 1.766  0.453

As for the LUMO energy: 0.5290 eV. The energy relative to the best compared isomer or geometry (same formula, charge and spin) comes out at 28.63 kcal per mole. As for the frontier orbital gap: 9.552 eV. Its HOMO energy is -9.02 eV.

=====

Formula: C2H7O2
Source: OMol25
Level of theory: wB97M-V/def2-TZVPD

Each line ends with the Mulliken charge.
CARTESIAN COORDINATES (ANGSTROEM)
O1 1.828 1.713 -0.264  -0.770
O2 -0.491 0.545 -0.237  -0.912
C1 -0.114 -0.834 -0.106  -0.183
C2 -1.391 -1.562 0.529  -0.893
H1 0.288 -1.252 -1.114  0.169
H2 0.852 1.259 -0.321  0.408
H3 1.636 2.354 0.476  0.256
H4 -1.967 -0.681 0.906  0.246
H5 -1.122 -2.339 1.233  0.298
H6 -2.032 -2.015 -0.278  0.171
H7 0.674 -1.015 0.568  0.209

The total charge is -1. As for the LUMO energy: 4.7126 eV. The energy relative to the best compared isomer or geometry (same formula, charge and spin) comes out at 12.78 kcal per mole. As for the frontier orbital gap: 7.766 eV. Its HOMO energy is -3.05 eV.

=====

- Which of these has the lowest energy relative to the best compared isomer or geometry (same formula, charge and spin)?
  C2H7O2

=====

Repeat the sixth record exactly.
Formula: C2H7O2
Source: OMol25
Level of theory: wB97M-V/def2-TZVPD

Each line ends with the Mulliken charge.
CARTESIAN COORDINATES (ANGSTROEM)
O1 1.828 1.713 -0.264  -0.770
O2 -0.491 0.545 -0.237  -0.912
C1 -0.114 -0.834 -0.106  -0.183
C2 -1.391 -1.562 0.529  -0.893
H1 0.288 -1.252 -1.114  0.169
H2 0.852 1.259 -0.321  0.408
H3 1.636 2.354 0.476  0.256
H4 -1.967 -0.681 0.906  0.246
H5 -1.122 -2.339 1.233  0.298
H6 -2.032 -2.015 -0.278  0.171
H7 0.674 -1.015 0.568  0.209

The total charge is -1. As for the LUMO energy: 4.7126 eV. The energy relative to the best compared isomer or geometry (same formula, charge and spin) comes out at 12.78 kcal per mole. As for the frontier orbital gap: 7.766 eV. Its HOMO energy is -3.05 eV.

=====

- Look up the energy relative to the best compared isomer or geometry (same formula, charge and spin) of the fourth one.
  39.68 kcal per mole